Density functional theory data (wB97M-V/def2-TZVPD) for a structure of composition C32H23Cl2F6N6O4S4Tl.

Geometry as XYZ:
```
78
Properties=species:S:1:pos:R:3:forces:R:3:mulliken_charge:R:1
Tl -0.5612 -0.2611 -0.6921 0.105 0.497 -0.576 1.698
Cl -0.7789 -1.4634 -3.3627 -0.039 -0.083 -0.154 -0.130
C -0.7084 -0.1072 -4.4468 -0.013 0.219 -0.121 0.911
C -0.5434 -0.3925 -5.7928 -0.010 -0.143 0.035 -0.826
C -0.4871 0.6328 -6.7153 -0.010 0.056 -0.085 -0.417
C -0.6046 1.9452 -6.2887 -0.008 -0.006 0.031 -0.693
C -0.7711 2.2162 -4.9439 0.031 -0.313 0.088 -0.045
Cl -0.9387 3.8659 -4.4591 0.008 0.169 -0.015 -0.225
C -0.8140 1.2026 -3.9632 -0.012 0.087 0.052 0.133
S -1.0059 1.6962 -2.2914 0.045 -0.300 0.068 0.031
H -0.4667 -1.4249 -6.1057 0.011 0.010 0.005 0.429
H -0.3622 0.4140 -7.7669 0.015 -0.016 0.011 0.369
H -0.5665 2.7655 -6.9916 -0.020 0.007 0.010 0.423
N 1.5222 -3.9327 0.6532 -0.142 -0.096 0.143 0.027
C 2.7024 -3.4637 0.1118 0.074 0.245 -0.312 0.763
C 4.0365 -3.7492 0.3741 -0.047 -0.086 0.099 -1.248
C 4.9756 -3.0845 -0.3890 0.001 -0.044 0.090 -0.541
C 4.5989 -2.1789 -1.3910 0.000 0.061 -0.079 -0.587
C 3.2733 -1.8972 -1.6507 -0.002 0.020 -0.002 -0.755
C 2.3144 -2.5438 -0.8758 0.172 -0.241 0.266 0.214
N 0.9367 -2.4479 -0.8890 -0.186 -0.186 -0.099 -0.153
C 0.5091 -3.2836 0.0244 0.400 0.135 -0.239 0.318
C -0.9102 -3.4703 0.2475 -0.361 -0.162 0.245 -0.445
C -1.5400 -4.3157 1.1060 0.050 0.009 -0.080 -0.105
S -3.2321 -4.1210 0.9714 0.068 0.130 -0.155 -0.190
C -2.9867 -2.9139 -0.2213 -0.121 -0.235 0.133 -0.390
N -1.7475 -2.6715 -0.4938 0.256 0.162 0.023 0.119
H 1.4353 -4.5131 1.4686 -0.030 0.013 0.017 0.274
H 4.3199 -4.4610 1.1390 0.055 0.038 -0.008 0.434
H 6.0266 -3.2649 -0.2058 -0.003 -0.013 -0.031 0.418
H 5.3713 -1.6922 -1.9723 -0.009 0.013 0.012 0.431
H 2.9802 -1.1959 -2.4210 -0.003 0.015 0.023 0.524
H -1.1091 -5.0179 1.8003 -0.001 0.011 -0.003 0.404
H -3.8094 -2.3986 -0.6912 -0.009 0.048 0.056 0.537
F -1.8111 -0.5358 5.2277 0.099 0.034 -0.069 -0.238
C -1.9697 -1.2085 4.0985 -0.040 -0.193 -0.171 0.426
F -3.1737 -0.9456 3.5911 0.151 -0.033 0.143 -0.166
F -1.9175 -2.5231 4.3712 -0.060 0.180 -0.011 -0.227
S -0.6172 -0.8477 2.8362 -0.139 -0.478 0.141 1.072
O -1.3820 -0.9508 1.5987 -0.034 -0.106 -0.126 -0.364
O 0.3573 -1.8656 3.0719 0.292 0.172 0.163 -0.703
N -0.0711 0.5981 3.0760 -0.220 -0.164 -0.146 -0.535
S -1.0366 1.7041 2.4491 -0.030 0.661 0.398 1.135
O -2.3275 1.7162 3.0739 -0.312 0.116 -0.030 -0.674
O -1.0024 1.8065 1.0127 0.021 0.167 -0.148 -0.438
C -0.1889 3.2312 3.0595 0.052 -0.287 -0.012 0.440
F 1.0291 3.3436 2.5436 -0.036 0.002 0.051 -0.172
F -0.1103 3.2055 4.3866 0.031 0.072 -0.097 -0.205
F -0.9227 4.2782 2.6842 0.041 -0.045 0.012 -0.197
N 8.5863 2.1915 2.8230 -0.054 -0.015 -0.020 -0.514
C 7.5398 1.9099 2.4384 0.277 0.070 0.083 -0.065
C 6.2395 1.5547 1.9589 -0.313 -0.082 -0.093 0.559
C 5.3183 0.9634 2.8247 0.088 0.038 0.001 -0.734
C 4.0614 0.6204 2.3667 -0.032 0.010 -0.044 -0.485
C 3.7086 0.8680 1.0379 0.115 0.002 0.037 0.365
C 4.6350 1.4577 0.1743 -0.017 -0.002 0.032 -0.265
C 5.8923 1.8013 0.6302 0.042 0.000 0.051 -0.757
C 2.4089 0.5162 0.5634 -0.175 -0.038 -0.116 0.601
C 1.3135 0.2155 0.1568 0.154 -0.051 0.238 -1.629
H 5.5985 0.7844 3.8539 -0.018 -0.021 -0.001 0.460
H 3.3358 0.1632 3.0261 -0.003 0.009 0.015 0.597
H 4.3548 1.6460 -0.8532 -0.008 0.007 0.006 0.534
H 6.6081 2.2665 -0.0339 0.012 -0.012 0.006 0.451
C -4.2465 3.1027 -0.0230 0.006 -0.056 0.018 -1.412
C -4.8944 1.7060 -0.0495 -0.257 0.366 0.148 2.162
C -5.6675 1.4224 1.2441 0.033 -0.093 -0.117 -1.617
C -5.8302 1.5623 -1.2610 0.087 -0.026 -0.032 -1.732
C -3.8116 0.7433 -0.2305 0.189 -0.323 -0.519 -0.392
N -2.9828 0.0225 -0.5672 -0.331 0.026 0.549 -0.266
H -5.0311 3.8599 -0.0004 -0.023 -0.029 0.029 0.472
H -3.6295 3.2616 -0.9082 -0.013 -0.005 0.000 0.308
H -3.6179 3.2129 0.8593 0.017 0.018 0.023 0.228
H -6.4594 2.1652 1.3481 0.022 -0.004 0.004 0.427
H -5.0171 1.4737 2.1097 0.139 0.048 0.159 0.290
H -6.1249 0.4318 1.2124 -0.012 0.028 0.001 0.384
H -6.6386 2.2873 -1.1675 0.006 0.014 0.018 0.439
H -6.2652 0.5628 -1.2949 -0.012 0.008 -0.033 0.387
H -5.2987 1.7490 -2.1943 0.000 -0.003 0.010 0.345
```
Positions in Å, forces in eV/Å.

Values from the calculation:
**LUMO**: -0.777 eV
**Total charge**: 0
**Energy above the lowest of the compared OMol25 structures with the same formula, charge and spin**: 19.0 kcal/mol



Density functional theory data (wB97M-V/def2-TZVPD) for a structure of composition C32H23ClF3N2O10PSTa at a distorted geometry.

Geometry as XYZ:
```
74
Properties=species:S:1:pos:R:3:forces:R:3:mulliken_charge:R:1
Ta 0.0015 0.3904 0.2444 0.782 -0.720 0.016 1.786
O -3.5675 -3.1755 -0.4037 -0.013 0.208 -0.068 -0.498
C -2.6229 -2.2444 -0.2262 0.236 -0.561 0.233 0.013
O -2.1072 -1.6334 -1.1161 -0.330 0.368 -0.105 -0.325
C -2.2032 -2.1513 1.2132 0.010 0.211 -0.085 0.625
C -2.7313 -3.0378 2.1339 -0.049 -0.040 0.007 -0.976
C -2.3435 -2.9568 3.4608 -0.046 -0.113 0.043 -0.640
C -1.4578 -1.9682 3.8242 0.006 0.038 0.057 -0.973
C -0.9701 -1.1238 2.8437 -0.143 -0.138 -0.145 0.572
N -1.3049 -1.2075 1.5518 -0.027 0.047 0.018 0.273
C -0.0545 -0.0081 3.2350 0.060 0.281 -0.210 0.088
O 0.1543 0.2692 4.3852 0.110 -0.019 0.082 -0.657
O 0.4091 0.6801 2.2115 -0.377 -0.057 0.120 -0.526
H -3.7637 -3.2183 -1.3526 -0.015 -0.010 0.002 0.398
H -3.4379 -3.7808 1.7994 -0.005 0.006 0.014 0.617
H -2.7370 -3.6502 4.1917 -0.009 0.013 -0.004 0.482
H -1.1300 -1.8132 4.8418 0.011 -0.005 0.002 0.602
C 3.7413 4.1199 -3.3174 -0.008 0.019 0.000 -0.609
C 3.8628 2.7445 -3.4352 -0.049 -0.031 0.017 -0.784
C 2.7827 1.9231 -3.1380 0.037 0.095 0.010 -0.818
C 1.5758 2.4834 -2.7269 0.129 0.025 0.016 0.722
C 1.4646 3.8688 -2.5883 0.064 0.025 -0.041 -0.497
C 2.5429 4.6820 -2.8926 -0.008 -0.017 0.000 -1.010
P 0.2104 1.4056 -2.2770 0.060 -0.059 0.145 2.387
C -1.2289 1.8742 -3.2622 -0.110 0.039 0.017 0.694
C -1.2211 2.9689 -4.1221 -0.069 -0.023 -0.037 -0.680
C -2.3511 3.2657 -4.8721 0.038 0.019 -0.005 -0.750
C -3.4843 2.4760 -4.7712 -0.030 -0.016 0.001 -0.625
C -3.4893 1.3727 -3.9272 0.043 0.000 0.022 -0.753
C -2.3679 1.0688 -3.1737 0.000 0.112 -0.054 -0.349
C 0.5988 -0.2812 -2.6471 -0.106 -0.286 0.067 -0.689
C 0.8899 -0.9044 -3.8593 -0.008 -0.080 -0.023 -0.103
C 1.0691 -2.2717 -3.8549 -0.008 -0.039 0.043 -0.848
C 0.9317 -2.9938 -2.6614 0.019 0.016 -0.053 -1.007
C 0.6222 -2.3660 -1.4715 0.037 0.080 -0.067 -0.408
C 0.4449 -0.9716 -1.4412 0.144 0.037 -0.116 0.924
H 4.5824 4.7586 -3.5536 -0.004 -0.002 0.002 0.422
H 4.7975 2.3056 -3.7576 -0.004 0.001 0.000 0.443
H 2.8859 0.8495 -3.2191 0.007 -0.013 -0.003 0.371
H 0.5398 4.3110 -2.2385 0.012 0.005 -0.002 0.694
H 2.4504 5.7556 -2.7946 0.003 -0.003 0.002 0.449
H -0.3383 3.5818 -4.2311 -0.020 -0.008 -0.004 0.488
H -2.3383 4.1160 -5.5410 -0.003 -0.003 0.001 0.443
H -4.3627 2.7145 -5.3563 0.001 -0.004 0.005 0.408
H -4.3694 0.7474 -3.8551 -0.001 0.003 0.000 0.453
H -2.3765 0.2044 -2.5261 0.012 -0.051 0.022 0.363
H 0.9741 -0.3319 -4.7752 -0.001 0.002 0.003 0.609
H 1.3110 -2.7902 -4.7733 -0.003 -0.015 0.010 0.453
H 1.0698 -4.0679 -2.6725 0.005 0.003 -0.030 0.504
H 0.5167 -2.9623 -0.5745 0.010 0.016 0.012 0.579
S 0.7032 2.7931 0.3499 -0.336 0.120 -0.008 -0.381
C 0.9442 3.2360 2.0255 0.024 -0.080 0.105 0.585
N -0.0941 3.2387 2.8791 0.054 0.225 0.090 0.276
C 0.0021 3.5670 4.1781 0.036 -0.044 -0.157 -0.185
C 1.2096 3.9591 4.6918 0.046 0.006 -0.009 -0.719
C 2.3096 3.9954 3.8371 0.022 0.016 0.068 -0.408
C 2.1818 3.6333 2.5098 0.033 -0.003 -0.036 -0.804
H -0.9937 2.9287 2.4991 0.014 0.043 0.064 0.125
H -0.9044 3.4970 4.7599 -0.021 -0.005 -0.018 0.465
H 1.2916 4.2226 5.7350 0.008 0.002 -0.004 0.448
H 3.2765 4.2976 4.2180 -0.009 -0.006 -0.001 0.437
H 3.0254 3.6299 1.8348 -0.001 0.012 0.018 0.541
O -2.4265 2.1787 1.8758 -0.328 -0.373 -0.942 -0.876
Cl -2.8214 2.0480 0.4757 -0.507 0.926 0.336 1.962
O -1.9905 0.8924 -0.0985 0.327 0.076 0.396 -0.799
O -4.1760 1.6504 0.3606 0.673 -0.056 0.024 -0.658
O -2.4949 3.2067 -0.2759 -0.174 -0.476 0.328 -0.533
F 4.0375 -2.1837 0.0042 0.002 -0.007 0.013 -0.243
C 3.7279 -1.3676 1.0188 0.013 -0.090 0.018 0.683
F 4.6475 -0.4126 1.0914 0.003 0.042 0.011 -0.224
F 3.7385 -2.0683 2.1505 0.030 -0.003 -0.018 -0.233
C 2.3317 -0.7850 0.7670 -0.141 0.120 -0.168 0.303
O 2.2179 0.3233 0.1781 -0.075 0.018 0.067 -0.552
O 1.3150 -1.4232 1.0974 -0.088 0.182 -0.114 -0.549
```
Positions in Å, forces in eV/Å.

Values from the calculation:
**LUMO**: -3.706 eV
**Total charge**: +1
**Energy above the lowest of the compared OMol25 structures with the same formula, charge and spin**: 82.3 kcal/mol



Highest occupied orbital energy for every record listed, in sequence, given in eV: -8.125, -11.333.